(1)
One molecule with the formula C6H8OS, computed with ωB97M-V with the def2-TZVPD basis set.

Each line ends with the natural charge from an NBO analysis.
Element x y z (Å)
S 1.502 -1.201 0.955  0.22
O -0.966 -2.507 0.828  -0.48
C 0.295 -0.146 0.295  -0.21
C 0.333 1.152 0.005  -0.28
C -2.540 -0.833 0.063  -0.55
C 1.460 2.110 0.201  -0.63
C -1.381 -1.421 0.278  0.41
C 0.415 -2.719 0.747  -0.18
H 0.699 -3.219 -0.341  0.18
H 1.528 2.657 -0.727  0.22
H -2.662 0.283 -0.239  0.23
H -3.495 -1.341 0.010  0.22
H 1.289 2.779 1.015  0.22
H -0.550 1.509 -0.585  0.21
H 0.774 -3.482 1.445  0.22
H 2.277 1.468 0.393  0.21

The value obtained for the strongest force on any atom is 0.1147 Eh/bohr. Its net charge is 0. The LUMO energy comes out at 0.808 eV.

---

(2)
A 2-piece molecular cluster, C3H7O2S overall, computed with ωB97M-V with the def2-TZVPD basis set.

Each line ends with the natural charge from an NBO analysis.
Element x y z (Å)
S -1.296 -0.656 0.214  0.43
O 1.032 -1.674 -1.076  -0.83
O 3.025 -1.525 -2.187  -0.64
C -0.384 0.831 0.660  -0.59
C 2.232 -2.010 -1.394  0.66
C -1.631 1.817 0.879  -0.63
H -1.926 1.723 1.949  0.23
H -0.048 -1.353 -0.257  0.32
H 0.256 1.069 -0.230  0.28
H 0.233 0.570 1.596  0.27
H 2.450 -3.049 -0.979  0.04
H -1.431 2.805 0.404  0.24
H -2.513 1.453 0.422  0.21

The value obtained for the strongest force on any atom is 0.0445 Eh/bohr. The spin multiplicity is 2. Its net charge is 0. The LUMO energy (spin up / spin down) comes out at 0.279 / -4.070 eV. The expectation value of S² is 0.754.

---

(3)
C31H51As3N6OSScTe as an isolated structure, computed with ωB97M-V with the def2-TZVPD basis set.

Each line ends with the Mulliken charge.
Element x y z (Å)
Te -3.744 -1.850 -1.407  0.24
As 4.328 0.720 -0.786  0.32
As 0.377 1.812 1.520  0.77
As 3.690 6.039 1.011  0.28
Sc -1.309 -1.811 0.690  0.82
S -2.208 -2.272 4.981  -0.06
O 0.483 -2.234 -0.063  0.01
N -2.529 -2.181 2.428  -0.41
N -1.083 -3.950 0.224  -0.04
N 0.158 -5.783 -0.272  0.09
N -2.100 -6.054 0.328  -0.28
N -1.137 -1.962 2.690  -0.22
N -4.483 -2.932 3.482  -0.42
C -2.958 -2.966 -5.667  -0.60
C 4.195 7.328 -0.442  -1.13
C 0.827 2.289 3.462  -1.32
C -3.194 -2.461 3.502  0.41
C -4.366 2.733 -3.216  -0.38
C -1.428 -2.498 -3.354  0.21
C -1.070 -5.314 0.092  0.26
C -1.478 2.454 1.435  -1.19
C -5.222 0.784 -2.086  -0.35
C -5.417 2.069 -2.602  -0.58
C 1.311 3.308 0.560  -1.84
C 2.787 3.237 0.250  3.07
C -4.006 0.144 -2.210  0.27
C -3.112 2.140 -3.280  -0.60
C 1.937 7.020 1.322  -1.16
C 0.622 -1.356 5.921  -1.37
C -1.589 -3.225 -5.639  -0.49
C 3.613 -0.142 -2.492  -0.96
C -2.957 0.821 -2.920  -0.12
C 3.216 4.612 -0.277  -2.07
C 3.729 2.895 1.454  -2.51
C 0.177 -3.490 -0.093  0.46
C 2.879 2.207 -0.892  -1.48
C 0.512 -1.823 4.443  0.58
C 0.511 -7.209 -0.255  -1.06
C -3.607 -2.579 -4.500  -0.25
C -2.857 -2.392 -3.321  -0.13
C 1.124 -4.668 -0.368  -0.45
C 3.363 -0.522 0.480  -0.80
C -0.810 -2.805 -4.548  -0.85
C -0.839 -1.999 3.968  -0.09
H 2.294 8.074 1.385  0.39
H 1.321 6.734 2.212  0.29
H 4.753 3.283 1.223  0.43
H 2.455 5.022 -0.939  0.59
H 4.052 -1.102 -2.692  0.39
H 4.938 6.898 -1.088  0.37
H 4.649 8.235 -0.035  0.38
H -1.432 3.481 1.824  0.38
H -3.488 -3.189 -6.586  0.40
H -5.921 0.330 -1.384  0.36
H 1.541 -7.406 -0.680  0.38
H 2.533 -0.321 -2.314  0.09
H 1.138 4.235 1.220  0.27
H -0.381 -1.005 6.241  0.41
H 0.943 -1.089 3.754  0.00
H -6.408 2.533 -2.546  0.39
H 1.996 -4.757 0.313  0.37
H 0.006 1.867 4.054  0.43
H -2.319 2.724 -3.827  0.38
H -4.917 -2.918 4.406  0.29
H -1.827 2.453 0.393  0.36
H 0.742 3.580 -0.325  0.49
H 0.258 -2.678 -4.587  0.50
H 3.094 2.807 -1.830  0.50
H 3.767 0.599 -3.319  0.35
H -2.116 -7.018 -0.032  0.26
H -5.130 -2.668 2.748  0.25
H 4.156 4.564 -0.869  0.65
H 1.109 -2.729 4.223  0.30
H -2.081 0.205 -3.162  0.38
H 1.650 -4.520 -1.330  0.34
H 1.252 6.830 0.505  0.36
H 3.849 1.869 1.720  0.47
H 1.413 -0.646 6.143  0.35
H 2.369 -0.155 0.655  -0.09
H -0.165 -7.847 -0.877  0.37
H -2.987 -5.625 0.451  0.23
H -0.916 -2.274 -2.413  0.31
H 3.984 -0.421 1.380  0.36
H 3.241 7.449 -0.965  0.35
H -1.188 -3.645 -6.550  0.41
H 3.355 3.445 2.264  0.65
H -4.539 3.732 -3.614  0.42
H -4.670 -2.379 -4.423  0.47
H 0.856 3.400 3.563  0.42
H -2.130 1.755 1.951  0.38
H 0.811 -2.266 6.574  0.36
H 1.826 1.902 3.836  0.32
H 0.544 -7.519 0.804  0.40
H 3.398 -1.534 0.011  0.33
H 1.985 1.574 -1.021  0.21

The value obtained for the strongest force on any atom is 0.0661 Eh/bohr. Its net charge is +3. The LUMO energy comes out at -9.401 eV.

---

(4)
A 7-piece molecular cluster, C24H67N5O9 overall, computed with ωB97M-V with the def2-TZVPD basis set.

Each line ends with the Mulliken charge.
Element x y z (Å)
O -1.449 -0.294 6.276  -0.34
O -1.403 0.275 -0.921  -0.31
O 4.099 1.220 -0.406  -0.44
O -3.634 -1.647 -2.769  -0.35
O 1.458 1.480 1.135  -0.46
O 6.789 -0.207 -0.899  -0.52
O 3.830 6.221 -3.760  -0.31
O -4.975 -2.828 3.920  -0.25
O 0.105 -0.072 -4.788  -0.51
N 2.514 3.394 -1.857  -0.31
N 0.459 -2.301 -3.149  -0.53
N -3.612 0.335 2.565  -0.55
N -3.342 -4.980 -1.312  -0.79
N 2.248 -0.263 5.827  -0.77
C 0.593 0.429 4.235  -1.51
C -0.463 1.171 -5.144  -0.67
C -2.276 -1.175 7.011  -0.92
C 2.524 -1.993 -4.420  -1.66
C -4.866 -1.421 3.814  -0.77
C 0.534 1.349 0.059  -0.07
C 0.853 0.237 5.738  0.82
C 1.030 0.017 -3.720  0.15
C -2.628 -2.965 -0.156  -1.47
C 4.339 -0.051 -1.009  0.30
C -3.050 -0.919 -3.824  -0.63
C 3.188 3.277 -4.137  -1.39
C -2.466 -1.746 3.132  -0.36
C -3.197 -2.990 -2.670  -0.86
C 1.556 -1.362 -3.379  0.42
C -0.501 0.260 0.201  0.13
C -3.522 -3.528 -1.265  0.63
C -3.789 -1.091 2.761  0.59
C 2.949 5.495 -2.937  -0.80
C 3.921 7.587 -3.492  -0.78
C 5.573 -0.748 -0.407  -0.87
C -5.735 -3.223 5.028  -0.72
C 3.359 4.044 -2.833  0.85
C -0.114 -0.717 6.405  -0.86
H 1.968 -2.474 -5.222  0.38
H -2.108 -2.248 6.870  0.34
H -1.965 -1.319 4.002  -0.17
H 3.783 2.360 -4.164  0.22
H -2.083 0.871 -0.586  0.30
H -4.464 -0.980 4.737  0.19
H -2.648 -3.525 0.782  0.53
H 0.306 1.885 -5.440  0.30
H 4.450 8.156 -4.249  0.26
H 5.576 -0.698 0.687  0.33
H -5.860 -1.032 3.578  0.43
H 2.844 0.247 5.194  0.24
H 3.273 -1.246 -4.680  0.34
H -4.510 -3.182 -0.940  0.30
H -1.144 0.345 1.079  0.04
H 2.135 3.013 -4.227  0.25
H -2.551 -2.826 3.219  0.43
H -1.859 -1.531 2.247  -0.11
H 6.822 0.700 -0.580  0.32
H 2.566 -0.117 6.780  0.25
H 1.802 0.746 -3.991  0.08
H -1.026 1.505 -4.266  0.24
H -3.002 -1.444 -4.788  0.38
H 3.441 -0.651 -0.869  0.16
H -1.990 -0.703 -3.647  0.10
H -0.340 -1.796 -2.763  -0.18
H -3.766 -3.556 -3.421  0.45
H 4.529 0.078 -2.080  0.14
H 4.423 4.050 -2.553  0.13
H 2.385 3.890 -0.980  0.19
H -2.924 -1.942 0.067  0.13
H 1.245 1.210 3.848  0.61
H 2.172 -1.390 -2.474  -0.14
H 2.278 1.016 0.942  0.26
H 2.899 8.012 -3.500  0.31
H 4.277 7.777 -2.472  0.30
H 3.059 -2.795 -3.906  0.47
H 0.154 -0.942 7.451  0.43
H -1.581 -3.043 -0.475  0.44
H 0.446 0.378 -2.860  0.41
H -4.489 0.819 2.384  0.30
H -5.486 -2.623 5.907  0.27
H 1.948 5.643 -3.369  0.32
H 0.721 -0.461 3.613  0.26
H 5.454 -1.813 -0.619  0.41
H 0.096 -0.659 0.205  0.15
H 0.009 2.290 -0.137  0.23
H -4.151 -1.606 1.868  0.05
H 2.719 2.457 -1.537  -0.07
H 0.091 -2.600 -4.051  0.44
H -6.814 -3.165 4.817  0.29
H -3.575 0.018 -3.994  0.37
H 0.882 1.236 6.185  0.21
H 1.149 1.179 -0.829  -0.26
H -2.069 -0.977 8.071  0.43
H -0.456 0.667 4.035  0.19
H 3.521 3.840 -5.012  0.43
H 0.034 -1.717 5.963  0.31
H -2.540 -5.260 -0.764  0.22
H -5.630 -4.285 5.261  0.26
H -3.334 0.768 3.447  0.25
H 4.879 1.780 -0.423  0.22
H -1.168 1.021 -5.957  0.28
H -3.186 -5.319 -2.253  0.26
H -2.155 -3.241 -2.909  0.35
H -3.333 -0.997 6.825  0.24
H 2.973 5.935 -1.928  0.39

The value obtained for the strongest force on any atom is 0.0391 Eh/bohr. Its net charge is 0. The SMILES is COC[C@H](C)N.COC[C@H](C)N.COC[C@H](C)N.COC[C@H](C)N.COC[C@H](C)N.OCCO.OCCO. The LUMO energy comes out at 0.191 eV.

---

(5)
One molecule with the formula C3H8INOS, computed with ωB97M-V with the def2-TZVPD basis set.

Each line ends with the natural charge from an NBO analysis.
Element x y z (Å)
I -1.803 -1.063 3.773  -0.18
S -1.973 0.060 1.473  0.98
O -1.907 1.514 1.710  -0.92
N -0.405 -1.248 -0.498  -0.86
C -0.887 1.055 -0.848  -0.67
C 0.916 0.378 0.734  -0.66
C -0.387 -0.015 0.124  0.11
H -0.112 -1.995 0.096  0.39
H -0.094 1.191 -1.643  0.23
H -1.049 -1.385 -1.312  0.40
H 1.711 0.704 0.035  0.23
H 1.298 -0.449 1.355  0.22
H -1.843 0.663 -1.347  0.21
H -1.041 2.063 -0.265  0.27
H 0.732 1.279 1.407  0.24

The value obtained for the strongest force on any atom is 0.0488 Eh/bohr. Its net charge is 0. The LUMO energy (spin up / spin down) comes out at -0.970 / -0.971 eV.

---

(6)
One molecule with the formula C5H10O, computed with ωB97M-V with the def2-TZVPD basis set.

Each line ends with the natural charge from an NBO analysis.
Element x y z (Å)
O 1.456 0.328 -0.449  -0.53
C -2.210 0.134 0.372  -0.42
C -1.852 -0.021 -1.080  -0.41
C 0.356 -0.059 0.338  -0.05
C -0.889 0.636 -0.134  -0.25
C 2.663 -0.130 0.101  -0.25
H 3.478 0.263 -0.512  0.19
H -0.771 1.714 -0.232  0.22
H -2.199 -0.762 0.990  0.21
H 0.220 -1.155 0.299  0.16
H 2.789 0.224 1.138  0.16
H -2.362 0.610 -1.803  0.22
H 2.715 -1.230 0.106  0.16
H -2.966 0.860 0.656  0.22
H 0.547 0.203 1.394  0.16
H -1.623 -1.021 -1.442  0.21

The value obtained for the strongest force on any atom is 0.0064 Eh/bohr. Its net charge is 0. The SMILES is COCC1CC1. The LUMO energy comes out at 1.176 eV.

---

Energy above the lowest of the compared OMol25 structures with the same formula, charge and spin
In order: 412.3 231.2 8.1 126.4 42.3 148.4
Unit: kJ/mol